# C25H52N2O15

A cluster of 7 separate species, C25H52N2O15 in total at a distorted geometry (ωB97M-V with the def2-TZVPD basis set, the Open Molecules 2025 dataset).

Atoms and positions in Å:
C  -3.78602  -0.57403  1.50125
O  -4.09908  -1.31305  0.33175
C  -3.53728  -2.61192  0.20366
C  -4.46263  -3.71378  0.67449
O  -5.27397  -4.27795  -0.32260
C  -6.13414  -3.33871  -0.95093
C  -7.17289  -4.05184  -1.77578
O  -8.16681  -4.70525  -1.01351
C  -7.79507  -5.99116  -0.52237
H  -4.22547  0.40868  1.34734
H  -2.70090  -0.42242  1.56973
H  -4.17053  -1.05784  2.40214
H  -2.54694  -2.64724  0.67464
H  -3.37643  -2.67947  -0.87647
H  -5.12619  -3.26598  1.43314
H  -3.87618  -4.47221  1.19186
H  -5.53680  -2.66202  -1.56406
H  -6.68406  -2.76600  -0.19739
H  -6.84195  -4.65484  -2.63257
H  -7.72124  -3.24978  -2.29987
H  -8.55820  -6.23505  0.20861
H  -6.81273  -5.97001  -0.05209
H  -7.73452  -6.68441  -1.36707
C  2.57982  3.89503  -1.21752
O  1.94493  4.74006  -0.24793
C  0.66125  4.29683  0.16512
C  0.65960  3.01339  0.94981
O  0.83937  1.88761  0.10657
C  0.40204  0.69412  0.72184
C  0.86962  -0.48417  -0.10639
O  0.23339  -1.60653  0.47153
C  0.71453  -2.89244  0.12517
H  3.05060  4.57447  -1.92568
H  1.87603  3.20038  -1.66495
H  3.36988  3.31930  -0.72849
H  -0.01527  4.25157  -0.69423
H  0.30104  5.06286  0.85770
H  -0.31291  2.94869  1.46472
H  1.40705  2.97975  1.74906
H  -0.68946  0.68890  0.83645
H  0.81355  0.55750  1.73335
H  1.96313  -0.53804  -0.04003
H  0.58017  -0.36380  -1.15841
H  1.27447  -2.92449  -0.80863
H  -0.20850  -3.47159  -0.00752
H  1.25146  -3.40205  0.92953
C  -0.37099  -1.39750  4.31317
O  -1.03882  -0.14904  4.27798
C  -0.24847  0.91109  4.48122
O  0.92713  0.86199  4.71032
O  -0.98863  1.99664  4.28847
C  -0.37496  3.25655  4.56022
H  -1.13528  -2.17128  4.25953
H  0.08192  -1.56129  5.29739
H  0.37237  -1.49388  3.52784
H  -1.06819  4.08020  4.40918
H  0.40649  3.37626  3.80613
H  0.07164  3.41766  5.53989
C  6.11946  4.18003  -5.98903
O  5.13520  3.88768  -5.00001
C  4.19735  3.01482  -5.37017
O  4.06219  2.54193  -6.46257
O  3.42942  2.75780  -4.30557
C  2.28048  1.96547  -4.58298
H  6.36934  3.30145  -6.57810
H  6.99495  4.52024  -5.44311
H  5.76626  4.97136  -6.64859
H  1.83523  2.16260  -5.55176
H  1.58126  2.12003  -3.76557
H  2.56012  0.90692  -4.54478
C  1.12513  -5.25601  -2.55394
O  2.13447  -5.35740  -1.56816
C  2.06367  -6.31772  -0.66005
O  1.31712  -7.25906  -0.70466
O  2.94815  -6.05210  0.29188
C  3.10716  -7.07888  1.27965
H  1.12761  -4.25685  -2.97143
H  0.16607  -5.46086  -2.06659
H  1.22878  -6.01273  -3.33265
H  2.13414  -7.41091  1.64023
H  3.68080  -6.64644  2.08889
H  3.60859  -7.93459  0.82957
C  4.56976  4.37625  1.74026
C  3.42906  4.74261  2.56943
N  2.51669  5.00169  3.21804
H  4.41631  3.35648  1.38919
H  5.44461  4.29748  2.39018
H  4.70138  5.11173  0.95731
C  1.42677  7.87187  0.88021
C  0.22536  7.88607  1.69365
N  -0.72760  7.88690  2.32335
H  1.15286  7.62948  -0.15124
H  2.09166  7.10136  1.26308
H  1.92027  8.83287  0.74972

Computed properties:
Spin multiplicity: 1
Strongest force on any atom in eV/A: 1.63
SMILES: COC(=O)OC.COC(=O)OC.COC(=O)OC.COCCOCCOC.COCCOCCOC.CC#N.CC#N
Total energy in a.u.: -2221.73336
E_LUMO in eV: 0.32
ΔE to the lowest compared entry with this formula, charge and spin in kcal per mole: 0.8

For each atom in turn, the Mulliken charge in e is: -0.2620, -0.3839, -0.0872, -0.5714, -0.3595, -0.2411, -0.7334, -0.3448, -0.5608, 0.2730, -0.0845, 0.2969, -0.1297, 0.4312, 0.3450, 0.4121, 0.3199, 0.2655, 0.3827, 0.3408, 0.2197, 0.2362, 0.2627, -0.2746, -0.2970, -0.6932, -0.0704, -0.1673, -0.2923, -0.6182, -0.1284, -0.9620, 0.3057, -0.0559, 0.1425, 0.2350, 0.1521, 0.4745, 0.1378, 0.1731, 0.0368, 0.3998, 0.3329, 0.3958, 0.2788, 0.3200, -0.6372, -0.3181, 0.8636, -0.5862, -0.2960, -0.4455, 0.2217, 0.3478, 0.2150, 0.2672, 0.0844, 0.3266, -0.6778, -0.2975, 0.7271, -0.5592, -0.1748, -0.6661, 0.3265, 0.2186, 0.2823, 0.3512, 0.1736, 0.2809, -0.7263, -0.3188, 0.8251, -0.5565, -0.2966, -0.6618, 0.2397, 0.3348, 0.3309, 0.3165, 0.2278, 0.2971, -0.8672, 0.5411, -0.4591, 0.2044, 0.3852, 0.2712, -0.4391, 0.3276, -0.4394, 0.2218, -0.0354, 0.3963